# 1
Computed, not measured: the molecule C10H14N2S2 at a distorted geometry, with the ωB97M-V functional and the def2-TZVPD basis.

Calculated values
Gap between HOMO and LUMO (eV): 8.23
E_HOMO (Eh): -0.30959
Multiplicity: 1
LUMO level (hartree): -0.007
Energy above the lowest of the compared OMol25 structures with the same formula, charge and spin (kcal/mol): 0.0
F_max (Eh/bohr): 0.0419

Cartesian coordinates (Å):
1 C 3.2397 1.1283 -0.4790
2 C 2.4556 -0.1661 -0.2505
3 C 1.1769 -0.1546 -1.0284
4 C 0.3840 -1.5000 -1.0615
5 C -0.3676 -1.2916 1.2569
6 C -1.3688 -0.2180 0.9658
7 C -1.2128 1.0345 1.5440
8 C -1.9814 2.0839 1.1355
9 C -2.9861 1.8114 0.2419
10 C -2.4990 -0.4335 0.1670
11 H 4.2977 1.0677 -0.1721
12 H 2.7893 1.9304 0.1643
13 H 3.1980 1.4599 -1.4952
14 H 3.0658 -1.0278 -0.5315
15 H 2.1628 -0.3720 0.7977
16 H 0.5399 0.6571 -0.6783
17 H 1.3974 0.0514 -2.0847
18 H 0.9293 -2.2733 -1.5913
19 H -0.5368 -1.3510 -1.6695
20 H 0.6158 -2.8249 0.5535
21 H -0.3167 1.2052 2.1466
22 H -1.7688 3.0883 1.4934
23 H -3.6966 2.5332 -0.1568
24 H -3.7014 -1.4636 -1.4978
25 N 0.0153 -2.0602 0.2198
26 N -3.2544 0.5923 -0.1882
27 S 0.2930 -1.5037 2.7509
28 S -2.8702 -2.0033 -0.5525



# 2
Computed, not measured: the ion C10H14N3 with charge +1 at a distorted geometry, with the ωB97M-V functional and the def2-TZVPD basis.

Calculated values
Gap between HOMO and LUMO (alpha / beta) (eV): 6.68 / 6.69
Total charge: +1
E_HOMO (alpha / beta) (Eh): -0.48365 / -0.48366
Multiplicity: 1
LUMO level (alpha / beta) (hartree): -0.238 / -0.238
Energy above the lowest of the compared OMol25 structures with the same formula, charge and spin (kcal/mol): 204.1
F_max (Eh/bohr): 0.0821

Cartesian coordinates (Å):
1 C -2.9648 0.2297 1.7351
2 C -2.1486 0.2881 0.5008
3 C 0.2098 -1.5498 0.4020
4 C -1.9478 -0.2772 2.7670
5 C 0.1827 -0.3384 -0.2140
6 C -1.0796 0.3650 -0.2488
7 C 2.2831 -0.6572 -1.4041
8 C 1.6111 1.5063 -0.0612
9 C 0.6948 0.8602 -2.3071
10 C 1.2021 0.4012 -1.0023
11 N -0.7593 -2.4269 0.8468
12 N -1.3617 -1.4018 2.6917
13 N -1.3991 -2.4193 1.9038
14 H -3.8209 -0.3244 1.5668
15 H -3.3259 1.2360 1.9366
16 H 1.2273 -1.8841 0.4959
17 H -1.8973 0.2291 3.7292
18 H -1.3001 0.8422 -1.2562
19 H 2.8775 -0.4092 -2.2644
20 H 2.8363 -1.1284 -0.6350
21 H 1.6365 -1.5145 -1.6639
22 H 0.9378 2.3203 0.0846
23 H 2.4915 2.0781 -0.4573
24 H 1.9176 1.0513 0.8945
25 H 0.1355 1.7247 -2.1907
26 H 0.1091 0.1771 -2.8985
27 H 1.6523 1.0216 -2.9511



# 3
Computed, not measured: the molecule C10H14N4O4 at a distorted geometry, with the ωB97M-V functional and the def2-TZVPD basis.

Calculated values
Gap between HOMO and LUMO (eV): 7.93
E_HOMO (Eh): -0.29138
Multiplicity: 1
LUMO level (hartree): 0.000
Energy above the lowest of the compared OMol25 structures with the same formula, charge and spin (kcal/mol): 130.7
F_max (Eh/bohr): 0.0618

Cartesian coordinates (Å):
1 O -2.2077 0.5313 2.7802
2 O -3.0808 -0.3654 1.0263
3 N 0.3467 2.6071 0.1991
4 N 0.7710 0.4728 -0.5882
5 O 2.2499 2.1878 -1.0623
6 O -1.3849 2.9978 1.7071
7 C -0.4948 -1.4469 -0.0578
8 C 0.1546 -2.1986 -1.0192
9 C 1.0747 1.7479 -0.4744
10 C -0.7183 2.1338 0.8829
11 C -0.2920 -0.0180 0.0784
12 C -1.1034 0.7972 0.8296
13 N -0.0336 -3.5851 -1.1481
14 N -2.1763 0.2888 1.5919
15 C 2.8959 3.2814 -0.3330
16 C -1.0223 4.3862 1.7533
17 C -0.7108 -4.3915 -0.1070
18 C 0.5116 -4.1459 -2.3933
19 H -1.1703 -1.8726 0.6540
20 H 0.8100 -1.6751 -1.6955
21 H 2.2674 4.1923 -0.4593
22 H 3.9086 3.4731 -0.6743
23 H 2.9960 3.0700 0.7383
24 H -1.8718 4.8868 2.2142
25 H -0.0760 4.4942 2.3480
26 H -0.8670 4.8449 0.7753
27 H -1.8075 -4.2832 -0.1412
28 H -0.3512 -4.0719 0.8688
29 H -0.5088 -5.4761 -0.2246
30 H 0.5412 -5.2132 -2.2755
31 H -0.1385 -3.9343 -3.2347
32 H 1.4881 -3.7157 -2.5589



# 4
Computed, not measured: a structure of composition C10H14NO at a distorted geometry, with the ωB97M-V functional and the def2-TZVPD basis.

Calculated values
Gap between HOMO and LUMO (eV): 9.93
Total charge: +1
E_HOMO (Eh): -0.46507
Multiplicity: 1
LUMO level (hartree): -0.100
Energy above the lowest of the compared OMol25 structures with the same formula, charge and spin (kcal/mol): 143.4
F_max (Eh/bohr): 0.0843

Cartesian coordinates (Å):
1 C 1.1313 -1.7401 1.9522
2 C 1.8093 -0.6708 1.5648
3 C -1.1192 0.2857 -1.7886
4 C 0.4246 -1.4145 -1.1988
5 C -0.1917 -1.2723 1.4939
6 C -1.2571 0.1533 -0.2519
7 C 0.3256 -0.2120 -2.1178
8 C 0.5533 -0.0217 1.0526
9 C -0.2110 -0.9112 0.0675
10 C -0.8396 2.1897 1.5568
11 N -0.4094 1.1189 0.5801
12 O 1.3171 0.8027 -1.8152
13 H 1.5228 -2.6115 2.4391
14 H 2.7381 -0.2674 1.4735
15 H -1.9207 -0.4247 -2.0090
16 H -1.3437 1.3351 -2.0074
17 H -0.1686 -2.2777 -1.7431
18 H 1.5268 -1.7838 -0.8987
19 H -1.0807 -1.5196 2.1063
20 H -2.2251 0.0248 0.0144
21 H 0.1758 -0.4429 -3.1964
22 H -0.1406 2.2725 2.3054
23 H -0.9837 3.2020 1.2275
24 H -1.8105 1.8115 2.0396
25 H 0.1861 1.4878 -0.2785
26 H 1.9906 0.8859 -2.5681



# 5
Computed, not measured: the molecule C10H14O5, with the ωB97M-V functional and the def2-TZVPD basis.

Calculated values
Gap between HOMO and LUMO (eV): 9.62
E_HOMO (Eh): -0.32397
Multiplicity: 1
LUMO level (hartree): 0.030
Energy above the lowest of the compared OMol25 structures with the same formula, charge and spin (kcal/mol): 0.0
F_max (Eh/bohr): 0.0134

Cartesian coordinates (Å):
1 C 0.7893 1.6645 3.2739
2 C 1.0287 1.1840 1.8689
3 O 1.9965 0.5734 1.4996
4 O 0.0019 1.5204 1.0791
5 C 0.0159 1.0894 -0.2866
6 C 1.2324 1.5370 -1.0331
7 C 1.7327 0.8087 -2.0210
8 O 1.2701 -0.4082 -2.3848
9 C 0.7088 -1.1910 -1.3435
10 C 1.8290 -1.8638 -0.5474
11 H 2.3491 -1.1274 0.0602
12 H 1.4183 -2.6329 0.1005
13 H 2.5344 -2.3209 -1.2367
14 C -0.2421 -0.4295 -0.3979
15 H -0.1545 -0.8677 0.6048
16 O -1.5893 -0.6342 -0.8329
17 C -2.4787 -1.0731 0.0712
18 O -2.2072 -1.3246 1.2140
19 C -3.8451 -1.1953 -0.5453
20 H -4.4521 -0.3556 -0.2120
21 H -3.7725 -1.1807 -1.6277
22 H -4.3172 -2.1112 -0.2010
23 H 0.1157 -1.9497 -1.8683
24 H 2.5439 1.1454 -2.6502
25 H 1.6355 2.5011 -0.7789
26 H -0.8632 1.5988 -0.7079
27 H 0.4038 2.6796 3.2604
28 H 0.0413 1.0213 3.7336
29 H 1.7121 1.6095 3.8428



# 6
Computed, not measured: the molecule C10H14OS at a distorted geometry, with the ωB97M-V functional and the def2-TZVPD basis.

Calculated values
Gap between HOMO and LUMO (eV): 9.61
E_HOMO (Eh): -0.32552
Multiplicity: 1
LUMO level (hartree): 0.028
Energy above the lowest of the compared OMol25 structures with the same formula, charge and spin (kcal/mol): 69.2
F_max (Eh/bohr): 0.0883

Cartesian coordinates (Å):
1 C -3.3960 -0.6769 0.5990
2 C -1.9771 -0.6629 1.0855
3 C -3.5313 0.1138 -0.4950
4 C -1.1969 0.0565 0.2273
5 C 1.2296 -0.8374 0.9479
6 C 0.2906 0.2137 0.4136
7 C 1.3641 -0.4579 -0.5192
8 C 0.8794 -1.4686 -1.5052
9 C 2.6103 0.2630 -0.9480
10 C 0.6171 1.5769 1.0385
11 O 0.2278 2.6347 0.1993
12 S -2.0481 0.7207 -1.1341
13 H -4.1396 -0.9612 1.2820
14 H -1.7100 -1.1115 1.9966
15 H -4.3456 0.0319 -1.1561
16 H 2.0156 -0.5565 1.7640
17 H 0.6485 -1.7340 1.2752
18 H -0.0815 -1.8177 -1.1137
19 H 1.6925 -2.1618 -1.3844
20 H 0.9307 -1.1633 -2.4958
21 H 3.0289 0.7882 -0.0740
22 H 2.5291 1.1642 -1.7751
23 H 3.3271 -0.3050 -1.4378
24 H 1.6800 1.7154 1.2773
25 H 0.0873 1.8746 1.9138
26 H -0.7327 2.7611 0.0184



# 7
Computed, not measured: the molecule C10H14OS at a distorted geometry, with the ωB97M-V functional and the def2-TZVPD basis.

Calculated values
Gap between HOMO and LUMO (eV): 8.37
E_HOMO (Eh): -0.29674
Multiplicity: 1
LUMO level (hartree): 0.011
Energy above the lowest of the compared OMol25 structures with the same formula, charge and spin (kcal/mol): 91.0
F_max (Eh/bohr): 0.1227

Cartesian coordinates (Å):
1 C 2.3455 0.7553 1.2687
2 C 2.5308 -0.5729 1.7300
3 C 1.4790 1.0127 0.3240
4 C 1.6651 -1.5661 1.4309
5 C 0.3585 -0.2702 -0.2111
6 C 0.5225 -1.4525 0.5018
7 C -0.6944 1.4936 -1.5066
8 C -1.5803 0.9484 0.7038
9 C -1.7944 -0.6702 -1.3576
10 C -0.9650 0.3902 -0.5606
11 O -0.3621 -2.4317 0.4700
12 S 1.3192 -1.3116 -1.3418
13 H 3.0199 1.4760 1.7054
14 H 3.4333 -0.8781 2.3322
15 H 1.1702 2.0336 -0.0576
16 H 1.7360 -2.5858 1.8723
17 H -1.5471 1.5794 -2.3386
18 H 0.2460 1.3491 -2.0860
19 H -0.6754 2.4306 -1.0577
20 H -2.3654 1.7513 0.5365
21 H -2.0383 0.1439 1.3357
22 H -0.7097 1.4282 1.2535
23 H -2.4038 -1.5986 -0.9023
24 H -1.0817 -1.2266 -2.0623
25 H -2.5170 -0.2744 -2.0287
26 H -1.0916 -1.9535 0.0464



# 8
Computed, not measured: the molecule C10H14OS at a distorted geometry, with the ωB97M-V functional and the def2-TZVPD basis.

Calculated values
Gap between HOMO and LUMO (alpha / beta) (eV): 6.12 / 6.58
E_HOMO (alpha / beta) (Eh): -0.19629 / -0.32360
Multiplicity: 3
LUMO level (alpha / beta) (hartree): 0.029 / -0.082
Energy above the lowest of the compared OMol25 structures with the same formula, charge and spin (kcal/mol): 13.5
<S²>: 2.01
F_max (Eh/bohr): 0.1829

Cartesian coordinates (Å):
1 C 2.5787 0.4554 -0.9616
2 C 1.7110 -0.7304 -0.8186
3 C 2.3631 1.6212 -0.3300
4 C 0.6443 -0.7566 -0.0581
5 C 1.0516 1.8785 0.3670
6 C -0.2993 -1.9377 0.1338
7 C -1.4210 -1.8009 -0.8946
8 C -2.1562 -0.5103 -0.6891
9 C 0.0336 0.6804 0.5832
10 C -0.5333 0.6133 1.9884
11 O -2.0983 1.9642 -0.1710
12 S -1.1723 1.0138 -0.7641
13 H 3.5924 0.3376 -1.4702
14 H 2.1744 -1.5755 -1.3383
15 H 3.1612 2.3081 -0.3620
16 H 1.3508 2.3075 1.3481
17 H 0.5222 2.5840 -0.2047
18 H 0.1560 -2.9444 0.0719
19 H -0.9763 -1.9971 0.9888
20 H -1.0189 -1.8746 -1.9123
21 H -2.1571 -2.6886 -0.9756
22 H -2.7166 -0.3625 -1.6790
23 H -2.8798 -0.3071 0.1606
24 H -1.2125 -0.3270 2.1230
25 H -1.1212 1.5204 2.2591
26 H 0.4237 0.5284 2.6055



# 9
Computed, not measured: a structure of composition C10H15AlNO2S at a distorted geometry, with the ωB97M-V functional and the def2-TZVPD basis.

Calculated values
Gap between HOMO and LUMO (eV): 7.74
Total charge: -1
E_HOMO (Eh): -0.17720
Multiplicity: 1
LUMO level (hartree): 0.107
F_max (Eh/bohr): 0.0540

Cartesian coordinates (Å):
1 C 4.9937 0.5423 -0.3715
2 C 4.0894 0.0711 -1.5755
3 S 2.3324 0.4326 -1.1665
4 C 1.6952 -0.8650 -0.0255
5 C 0.2010 -0.6756 0.4268
6 O 0.1120 0.3805 1.3768
7 Al -0.5858 1.7454 0.2947
8 O -0.8186 0.7251 -1.2753
9 C -0.9392 -0.5870 -0.6666
10 C -2.3532 -0.4784 0.0304
11 C -2.6603 -0.9716 1.3698
12 C -4.0047 -0.7459 1.8667
13 N -5.0198 -0.1113 1.2367
14 C -4.7082 0.3147 -0.0176
15 C -3.4406 0.1966 -0.6986
16 H 5.1017 1.6608 -0.3303
17 H 6.0374 0.1287 -0.4468
18 H 4.4784 0.2251 0.5733
19 H 4.2380 -0.9933 -1.8780
20 H 4.3457 0.7339 -2.4485
21 H 1.9011 -1.9005 -0.4294
22 H 2.3136 -0.7991 0.9156
23 H 0.0028 -1.6249 1.0239
24 H -2.0410 2.2233 0.7879
25 H 0.4511 2.9507 0.2585
26 H -0.8610 -1.4386 -1.3934
27 H -1.8642 -1.4748 1.9525
28 H -4.2137 -1.1059 2.9073
29 H -5.5224 0.8434 -0.5772
30 H -3.2608 0.5976 -1.7200



# 10
Computed, not measured: a structure of composition C10H15BClGaO2Pr at a distorted geometry, with the ωB97M-V functional and the def2-TZVPD basis.

Calculated values
Gap between HOMO and LUMO (alpha / beta) (eV): 7.07 / 7.06
Total charge: -1
E_HOMO (alpha / beta) (Eh): -0.15652 / -0.15567
Multiplicity: 3
LUMO level (alpha / beta) (hartree): 0.103 / 0.104
<S²>: 2.00
F_max (Eh/bohr): 0.0288

Cartesian coordinates (Å):
1 Pr -0.0505 0.2613 -1.1224
2 Cl -0.6489 2.1768 -2.6793
3 C -2.2133 -0.3477 -0.3746
4 H -2.1805 -0.8194 0.6318
5 H -2.7536 -1.0337 -1.0412
6 H -2.8306 0.5664 -0.2747
7 Ga 0.5229 -0.3359 -4.4031
8 C 2.2572 0.5749 -4.4749
9 C -0.9468 -0.1251 -5.6815
10 C 0.3140 -1.5687 -2.9184
11 H -1.5053 -1.0652 -5.7991
12 H -1.6248 0.6768 -5.3591
13 H -0.4646 0.1429 -6.6306
14 H 3.0400 -0.0914 -4.0861
15 H 2.4453 0.7717 -5.5381
16 H 2.2590 1.5201 -3.9171
17 H -0.5503 -2.2799 -2.9588
18 H 1.2375 -2.1752 -2.7403
19 O 0.7378 -0.8591 2.4341
20 B 0.5741 0.2602 1.5784
21 O 0.2326 1.3759 2.4091
22 C 0.1912 0.9240 3.6876
23 C -0.0718 1.6164 4.8413
24 C 0.0308 0.9309 6.0692
25 C 0.3356 -0.4404 6.0892
26 C 0.5414 -1.1520 4.8817
27 C 0.4961 -0.4425 3.7162
28 H -0.3454 2.6713 4.7658
29 H -0.1498 1.4757 7.0012
30 H 0.3976 -0.9848 7.0420
31 H 0.7231 -2.2243 4.8515



# 11
Computed, not measured: a cluster of 6 separate species, C10H15Br3N5O11 in total at a distorted geometry, with the ωB97M-V functional and the def2-TZVPD basis.

Calculated values
Gap between HOMO and LUMO (alpha / beta) (eV): 9.22 / 5.27
E_HOMO (alpha / beta) (Eh): -0.37715 / -0.37715
Multiplicity: 2
LUMO level (alpha / beta) (hartree): -0.038 / -0.183
<S²>: 0.76
F_max (Eh/bohr): 0.0631

Cartesian coordinates (Å):
1 N -7.0714 16.6076 7.2163
2 O -6.2717 17.0147 8.0144
3 O -6.9279 15.4349 6.8556
4 O -7.9938 17.3139 6.7762
5 C -3.6199 16.8695 5.4542
6 N -3.3355 15.6987 6.3680
7 O -2.2222 15.6388 6.9212
8 O -4.2220 14.8652 6.4488
9 H -3.7448 17.7537 6.0792
10 H -4.5634 16.6818 4.9416
11 H -2.8157 17.1560 4.7765
12 C -4.1358 15.4058 9.8578
13 N -5.1015 14.3016 10.0375
14 O -5.5488 14.1327 11.2043
15 O -5.3391 13.5443 9.1038
16 H -4.7250 16.3217 9.9043
17 H -3.5326 15.2826 8.9583
18 H -3.4474 15.2712 10.6921
19 C -10.0730 17.4538 9.3650
20 N -10.6400 16.1827 8.7337
21 O -11.5553 15.7117 9.4126
22 O -10.0767 15.6335 7.7522
23 H -10.7098 18.3380 9.3392
24 H -9.1704 17.5788 8.7669
25 H -9.7740 17.2031 10.3828
26 C -7.9458 20.8605 6.9917
27 C -7.2558 21.9469 6.5298
28 C -7.8707 23.2181 6.5934
29 C -9.1542 23.3829 7.0504
30 C -9.8767 22.2486 7.4667
31 C -9.2259 20.9646 7.4885
32 N -9.7426 24.7102 6.9258
33 O -10.8704 24.9022 7.3036
34 O -9.0686 25.6383 6.4943
35 H -7.5769 19.8480 6.9205
36 H -6.2111 21.8375 6.2785
37 H -7.4144 24.0724 6.1156
38 H -10.9448 22.1968 7.6177
39 H -9.7904 20.0666 7.6918
40 C -5.9400 19.7097 10.5988
41 Br -7.6953 18.9213 11.1033
42 Br -4.6381 19.6050 12.0955
43 Br -6.1677 21.5183 9.8172
44 H -5.5381 19.0915 9.7961



# 12
Computed, not measured: a structure of composition C10H15BrN3OSW at a distorted geometry, with the ωB97M-V functional and the def2-TZVPD basis.

Calculated values
Gap between HOMO and LUMO (alpha / beta) (eV): 6.82 / 6.93
Total charge: +4
E_HOMO (alpha / beta) (Eh): -0.82624 / -0.83641
Multiplicity: 4
LUMO level (alpha / beta) (hartree): -0.576 / -0.582
Energy above the lowest of the compared OMol25 structures with the same formula, charge and spin (kcal/mol): 0.0
<S²>: 3.79
F_max (Eh/bohr): 0.0430

Cartesian coordinates (Å):
1 W 0.5599 1.3425 -0.1899
2 O -2.6808 3.0914 4.6720
3 C -2.1881 2.6425 3.5906
4 C -2.8847 2.4357 2.3601
5 C -2.2137 2.0334 1.2372
6 N -0.8753 1.7735 1.2377
7 C -0.2249 1.8963 2.4316
8 Br 1.6608 1.3489 2.2001
9 C -0.7813 2.3104 3.5915
10 H -3.6319 3.3281 4.7311
11 H -3.9504 2.6165 2.3050
12 H -2.7411 1.9111 0.2893
13 H -0.2283 2.4144 4.5178
14 N 1.2851 -3.0445 -2.4789
15 C 0.1892 -2.9743 -1.4790
16 C -0.1488 -1.5121 -1.1625
17 N 1.0429 -0.7627 -0.6824
18 C 2.1391 -0.8576 -1.6886
19 C 2.4856 -2.3292 -1.9755
20 H 0.9814 -2.6568 -3.3873
21 H 1.5171 -4.0368 -2.6654
22 H 0.5098 -3.5005 -0.5746
23 H -0.7048 -3.4849 -1.8507
24 H -0.9329 -1.4936 -0.3867
25 H -0.5326 -1.0061 -2.0623
26 H 1.3839 -1.2350 0.1782
27 H 3.0494 -0.3565 -1.3119
28 H 1.8073 -0.3588 -2.6160
29 H 2.8311 -2.8286 -1.0638
30 H 3.3026 -2.3906 -2.7025
31 S -0.1350 3.3421 -3.0951
32 C 0.1093 2.3417 -1.9691



Results for electronic energy: -1295.3232, -553.1716, -909.2949, -518.9910, -765.6528, -862.7664, -862.7317, -862.6408, -1235.9651, -3467.4435, -9212.8591, -3667.1081 (in Eh, following the order of the records).